# 1
Here is a structure of composition C12H24F8Li4N4O28S8 from the OMol25 dataset. Energies are from ωB97M-V/def2-TZVPD.

```
88
Properties=species:S:1:pos:R:3:forces:R:3
Li 16.6432 -5.1923 -12.2046 -0.85 -0.57 0.92
Li 12.5947 -0.7838 -6.7954 0.39 0.09 0.04
Li 18.8204 2.4308 -12.6730 -0.32 1.42 0.27
Li 18.9279 -2.0591 -12.8324 -0.20 0.11 0.60
N 18.7600 5.3962 -12.0718 3.34 1.79 -1.91
S 20.3239 6.1156 -11.9790 3.74 -1.54 -2.81
O 21.3722 5.1924 -11.4987 -2.21 1.57 -1.02
O 20.4548 7.5082 -11.6739 -0.85 -1.10 0.16
F 20.5436 6.0553 -13.5682 -0.25 0.00 0.38
S 18.5036 5.6065 -10.5857 -1.86 -2.52 6.05
O 18.1081 6.8517 -10.0339 0.00 0.47 -0.67
O 19.4106 4.8044 -9.7662 -0.81 0.81 -0.44
F 17.1980 4.7324 -10.5500 -1.16 -0.49 -0.05
N 15.0340 4.2735 -15.8443 -4.30 2.33 2.34
S 13.5442 4.2920 -15.0147 0.85 5.15 2.55
O 13.2618 3.2343 -14.0828 0.12 0.05 -1.03
O 12.4998 5.0397 -15.6357 0.06 -1.32 -0.69
F 14.1373 5.4678 -14.0619 -0.35 -0.51 0.36
S 14.9693 2.8172 -16.1434 1.89 -5.82 -4.50
O 13.8442 2.2398 -16.9227 1.80 1.04 2.32
O 15.6128 1.9799 -15.1286 -0.33 0.08 -1.13
F 16.0507 3.0258 -17.3310 0.65 -1.29 0.08
N 14.4444 -7.3498 -11.1590 -4.05 3.46 -1.18
S 14.2752 -8.3290 -10.0075 3.70 -6.80 3.01
O 13.8345 -9.6821 -10.3936 0.37 2.99 0.93
O 14.0058 -7.8181 -8.6886 -0.90 -0.04 -1.02
F 15.9068 -8.5009 -9.9129 -0.14 -0.47 0.13
S 12.8676 -6.6498 -10.9547 -1.94 3.07 -2.53
O 12.8296 -5.4252 -10.1675 0.66 -1.88 -0.34
O 11.6662 -7.4655 -11.0200 2.39 0.28 0.86
F 12.8561 -6.0225 -12.4357 0.49 -0.05 -0.16
N 17.1656 -2.7445 -10.4271 -2.90 4.39 -1.49
S 17.3414 -3.2315 -8.9833 2.11 -5.87 6.95
O 16.2270 -3.9821 -8.3531 2.40 2.65 -1.60
O 18.3007 -2.4718 -8.1404 -2.68 -1.25 -2.27
F 18.1913 -4.4627 -9.5627 0.86 -0.63 0.12
S 16.3154 -1.3160 -9.9494 -3.26 3.89 -0.80
O 17.1645 -0.1360 -10.1888 -1.38 -2.55 0.36
O 15.3772 -1.3159 -8.7583 3.52 -0.41 -3.49
F 15.2122 -1.2644 -11.1681 1.59 -0.38 1.01
C 10.6723 -1.6336 -14.9290 0.41 1.71 0.78
O 9.9768 -2.0804 -16.0645 -1.07 -2.24 -0.46
C 9.2652 -3.2599 -15.9086 -0.02 -0.23 0.08
O 9.2193 -3.9502 -14.9120 0.23 0.94 -1.04
O 8.6144 -3.5247 -17.0708 1.46 1.84 0.82
C 7.9510 -4.7413 -17.3069 -0.87 0.17 0.27
H 11.3186 -0.8084 -15.2279 0.14 -0.23 -0.63
H 11.3131 -2.3322 -14.3909 -0.53 -0.49 -0.20
H 9.9911 -1.0919 -14.2728 -0.24 -0.61 0.44
H 7.3226 -5.0383 -16.4673 0.48 -0.26 0.30
H 8.6703 -5.4978 -17.6206 -0.30 -0.11 0.03
H 7.2265 -4.4554 -18.0695 0.31 -0.46 -0.41
C 23.9859 -6.1554 -9.8415 -1.26 0.93 -1.00
O 22.9076 -5.7364 -8.9791 0.95 0.36 3.10
C 23.2963 -5.5798 -7.6411 0.37 -0.22 -0.45
O 24.4571 -5.7016 -7.2582 -2.95 0.45 -0.30
O 22.1540 -5.2730 -6.9208 1.91 -0.60 -0.76
C 22.3475 -4.9732 -5.5363 0.39 0.96 1.09
H 23.8284 -5.4589 -10.6650 0.27 -0.31 -0.50
H 23.6795 -7.1532 -10.1555 0.86 -0.11 0.01
H 25.0053 -5.9694 -9.5032 -0.36 -0.57 0.53
H 23.1772 -4.2912 -5.3504 0.23 -0.01 -0.53
H 22.5258 -5.7934 -4.8409 -0.12 -0.62 -0.69
H 21.4842 -4.4302 -5.1518 -0.30 -0.24 -0.54
C 14.6285 3.8019 -5.6989 -1.40 1.79 -1.05
O 15.5839 3.1980 -4.9094 0.65 -2.55 1.40
C 15.2961 1.9647 -4.4490 -1.15 -1.39 -0.01
O 14.2667 1.2970 -4.7121 2.35 1.42 0.35
O 16.2966 1.5666 -3.6465 0.40 1.47 -0.67
C 16.4105 0.2685 -3.1071 -2.68 -1.30 0.12
H 13.8665 4.2952 -5.0956 -0.03 -0.09 0.27
H 14.0866 3.1680 -6.4008 0.46 -0.32 0.04
H 15.1491 4.6008 -6.2269 -0.05 -0.20 -0.16
H 17.4143 -0.1256 -2.9483 -0.04 0.68 -0.47
H 15.7491 -0.3802 -3.6814 0.77 -0.45 -0.81
H 15.8100 0.1666 -2.2032 0.56 0.71 0.73
C 21.5329 1.4375 -4.5644 -0.88 1.27 -0.91
O 21.8844 0.4225 -3.6917 -0.77 -0.26 0.28
C 22.6351 0.5846 -2.6197 2.09 -2.10 0.11
O 23.4584 1.4443 -2.3441 -2.28 -1.50 -0.03
O 22.4830 -0.7219 -2.0607 0.74 2.26 1.23
C 23.1677 -0.9405 -0.7985 -0.28 1.26 0.08
H 20.8039 1.0376 -5.2693 0.69 -0.63 -0.43
H 22.4056 1.8752 -5.0492 -0.21 0.12 -0.02
H 20.8589 2.1813 -4.1393 0.68 0.47 0.76
H 22.8602 -0.2732 0.0067 -0.88 0.33 -0.19
H 24.2012 -0.6009 -0.8664 0.36 -1.10 -0.35
H 22.8915 -1.9303 -0.4351 0.71 -0.11 -0.54
```
Positions in Å, forces in eV/Å.

- electronic energy (eV) = -185350.71481
- largest force on an atom (eV/Å) = 9.33
- LUMO level (eV) = -5.316
- HOMO-LUMO gap (eV) = 3.704

Löwdin population analysis, charges in e, atoms 1 to 6: atom 1 (Li): 0.88, atom 2 (Li): 0.95, atom 3 (Li): 0.90, atom 4 (Li): 0.93, atom 5 (N): -0.29, atom 6 (S): 0.58

# 2
Here is a cluster of 5 separate species, C12H24FNO8S in total from the OMol25 dataset. Energies are from ωB97M-V/def2-TZVPD.

```
47
Properties=species:S:1:pos:R:3:forces:R:3
N -21.6848 -5.3804 24.4002 6.11 3.58 -1.07
H -20.8526 -5.5368 23.6774 -1.92 -0.16 1.92
H -22.2621 -6.1655 24.3192 -1.86 -1.28 0.57
H -21.9994 -4.5173 23.9758 -1.71 -0.19 -0.71
H -21.2446 -4.9744 25.2989 -1.20 -2.03 -1.12
F -22.9869 -5.3277 21.8720 0.63 -0.29 0.74
C -26.7488 -2.5093 22.8713 -2.94 -1.57 -1.67
C -26.3518 -3.5641 23.9204 -2.59 1.26 -0.01
C -24.9185 -4.1361 23.7887 -0.71 -1.41 1.31
O -24.4000 -3.9150 25.1666 0.47 -0.92 -1.99
C -25.2547 -3.1348 25.8185 5.25 -0.96 6.88
O -25.0134 -2.8148 26.9880 -0.23 -0.01 -1.87
O -26.2894 -2.9068 25.2281 -5.58 1.42 -3.68
H -26.1403 -1.6293 22.8661 0.39 0.46 -0.02
H -27.9716 -2.1906 22.8870 3.59 -0.91 0.29
H -26.6284 -3.1068 21.8848 -0.15 1.30 1.26
H -27.3494 -4.1607 23.9965 2.50 -0.17 -0.07
H -24.2652 -3.5182 23.1666 -0.39 -0.68 -0.50
H -24.9479 -5.2720 23.5963 0.47 2.17 -0.10
C -18.6719 -7.0051 19.1187 -4.20 -1.32 -0.50
C -19.2818 -6.4623 20.4198 2.66 0.74 -2.99
C -20.2708 -7.2835 21.0876 -1.70 -3.19 1.78
O -19.5850 -7.6145 22.3725 -2.50 -0.01 0.14
C -18.3460 -7.2536 22.2512 1.93 2.36 0.99
O -17.4690 -7.3525 23.0349 0.93 -1.59 1.83
O -18.1510 -6.4419 21.2305 0.79 -0.32 0.44
H -19.4902 -6.9074 18.3365 0.75 -0.99 0.64
H -18.3263 -8.0471 19.3253 -0.46 0.75 -0.50
H -17.9285 -6.4517 18.6765 2.08 1.54 -0.22
H -19.4988 -5.4259 20.4297 -1.23 0.98 -0.89
H -20.5077 -8.3289 20.8568 0.64 0.21 -1.65
H -21.2832 -6.9000 21.1491 -0.01 1.11 0.98
C -24.2315 -10.4467 24.4373 0.26 -0.11 1.77
C -24.2168 -10.0096 23.0002 7.92 2.12 2.76
C -24.0171 -8.4970 23.0139 2.46 1.03 0.72
S -24.7822 -7.9429 24.5541 -3.62 -4.77 -3.46
O -26.0283 -7.4227 24.1416 -1.92 2.22 0.02
O -23.8310 -7.3529 25.3500 3.75 3.24 3.09
C -25.1914 -9.5579 25.2874 1.83 0.36 1.14
H -23.2246 -10.4759 24.8753 -0.09 0.73 -0.04
H -24.5547 -11.4076 24.7171 -0.51 -1.81 -0.79
H -25.0826 -10.1585 22.6925 -7.51 -1.84 -3.88
H -23.3411 -10.3480 22.4192 -0.97 -0.77 0.07
H -24.3635 -7.9812 22.1011 -0.14 0.02 0.80
H -22.9052 -8.1674 23.1772 -1.79 -0.92 -0.56
H -26.2804 -9.8131 25.4176 1.16 0.37 -0.96
H -24.7441 -9.5560 26.3218 -0.62 0.23 -0.91
```
Positions in Å, forces in eV/Å.

- electronic energy (eV) = -44250.53278
- largest force on an atom (eV/Å) = 8.71
- LUMO level (eV) = -0.185
- HOMO-LUMO gap (eV) = 8.962

natural (NBO) population analysis, charges in e, atoms 1 to 6: atom 1 (N): -0.88, atom 2 (H): 0.46, atom 3 (H): 0.48, atom 4 (H): 0.47, atom 5 (H): 0.45, atom 6 (F): -0.97

# 3
Here is an isolated molecule of C12H24N2O3 from the OMol25 dataset. Energies are from ωB97M-V/def2-TZVPD.

```
41
Properties=species:S:1:pos:R:3:forces:R:3
C -4.6041 -1.4691 1.3627 0.07 -0.08 -0.20
C -4.2318 -1.2583 -0.1009 -0.01 0.26 0.10
C -3.9422 0.2137 -0.4633 -0.11 -0.23 -0.12
N -2.5743 0.6764 -0.3636 0.06 0.06 0.05
C -2.0109 0.6973 0.9670 0.11 0.24 0.03
C -0.7628 1.5781 0.9741 0.19 -0.27 -0.08
C 0.2735 1.0603 -0.0209 -0.40 0.12 -0.06
C -0.3932 0.9307 -1.3991 0.10 -0.05 0.23
C -1.6512 0.0722 -1.2994 0.14 0.14 -0.17
N 0.8506 -0.2178 0.3796 -0.02 0.00 0.28
C 2.2710 -0.1935 0.0166 0.38 -0.22 -0.16
C 3.1405 -0.5641 1.2340 -0.59 0.06 0.09
O 4.5143 -0.5752 0.9607 0.44 0.06 -0.22
C 2.5112 -1.2280 -1.1037 0.08 0.38 -0.09
O 1.8700 -2.4373 -0.8138 -0.11 -0.44 0.14
C 2.5106 1.2681 -0.4426 0.14 -0.29 -0.13
O 1.3626 1.9833 -0.0624 -0.29 0.14 0.15
H -3.7873 -1.1983 2.0257 0.06 0.03 0.13
H -4.8532 -2.5136 1.5396 -0.03 -0.06 0.11
H -5.4706 -0.8643 1.6229 -0.09 0.05 0.08
H -5.0615 -1.6059 -0.7198 0.04 -0.05 -0.06
H -3.3631 -1.8694 -0.3514 0.00 -0.07 -0.10
H -4.2445 0.3875 -1.5002 -0.05 0.04 0.06
H -4.5514 0.8650 0.1705 -0.08 0.01 -0.05
H -1.7348 -0.3141 1.3167 -0.11 0.02 0.07
H -2.7510 1.1145 1.6534 0.01 -0.09 0.04
H -0.3259 1.6160 1.9741 0.08 0.01 0.02
H -1.0261 2.5923 0.6763 -0.04 0.03 0.02
H -0.6552 1.9324 -1.7390 -0.02 0.02 -0.07
H 0.3010 0.4868 -2.1117 0.09 -0.01 -0.05
H -1.3549 -0.9480 -0.9970 -0.07 0.02 -0.08
H -2.1329 0.0160 -2.2779 0.01 -0.07 0.02
H 0.7442 -0.3541 1.3804 0.03 0.10 -0.02
H 2.9107 0.1242 2.0631 -0.06 -0.08 -0.08
H 2.8962 -1.5855 1.5381 -0.07 0.10 0.04
H 4.7998 0.3081 0.7014 -0.02 -0.05 0.08
H 3.5793 -1.4424 -1.1825 -0.06 0.08 -0.08
H 2.1559 -0.8292 -2.0660 0.08 0.05 0.09
H 0.9761 -2.2085 -0.5200 0.05 0.09 0.00
H 2.6648 1.3184 -1.5290 0.04 0.00 0.07
H 3.3640 1.7395 0.0520 0.02 -0.03 -0.06
```
Positions in Å, forces in eV/Å.

- SMILES = CCCN1CCC2(CC1)NC(CO)(CO)CO2
- electronic energy (eV) = -21955.79001
- largest force on an atom (eV/Å) = 0.60
- LUMO level (eV) = 0.691
- HOMO-LUMO gap (eV) = 9.160

natural (NBO) population analysis, charges in e, atoms 1 to 6: atom 1 (C): -0.60, atom 2 (C): -0.43, atom 3 (C): -0.20, atom 4 (N): -0.45, atom 5 (C): -0.22, atom 6 (C): -0.42

# 4
Here is a cluster of 2 separate species, C12H24N4O4 in total from the OMol25 dataset. Energies are from ωB97M-V/def2-TZVPD.

```
44
Properties=species:S:1:pos:R:3:forces:R:3
C -4.1565 0.0992 3.5159 -0.07 -0.21 0.39
C -4.2795 -1.4225 3.5102 -0.25 0.17 -0.10
C -3.9476 -2.0754 2.1702 0.15 -0.09 0.17
C -2.5238 -1.8197 1.6778 -0.15 0.10 -0.06
C -1.4685 -2.5884 2.4847 0.00 0.25 -0.23
C -0.2988 -3.0670 1.6331 -0.27 -0.01 -0.09
N 0.6352 -1.9829 1.3321 -0.11 -0.28 -0.21
C 1.1023 -0.9661 2.0373 -0.13 0.02 0.28
N 1.9327 -0.1987 1.3727 0.27 0.40 0.09
C 2.0126 -0.7552 0.1554 -0.07 0.00 -0.21
N 2.7044 -0.3217 -0.8729 -0.04 -0.33 0.25
O 3.3543 0.8791 -0.7561 0.24 -0.12 0.17
C 4.1957 1.1332 -1.9163 0.11 0.38 -0.22
C 3.5561 2.1765 -2.7936 -0.12 -0.30 -0.37
C 2.1503 1.7791 -3.2186 0.00 0.34 0.08
N 1.2316 -1.8627 0.1017 0.14 0.03 -0.11
H -4.8226 0.5447 2.7795 0.12 0.08 -0.16
H -4.4591 0.4779 4.4921 -0.02 0.07 0.01
H -3.1340 0.4385 3.3596 0.02 0.08 -0.17
H -5.3180 -1.6668 3.7415 0.00 -0.10 0.09
H -3.6833 -1.8498 4.3198 0.11 -0.05 -0.03
H -4.0903 -3.1552 2.2681 -0.06 -0.05 -0.09
H -4.6570 -1.7359 1.4150 -0.02 0.10 -0.02
H -2.4669 -2.0879 0.6201 0.04 -0.13 -0.01
H -2.3280 -0.7476 1.7157 0.10 0.04 -0.06
H -1.9200 -3.4704 2.9367 0.01 -0.05 0.08
H -1.1019 -1.9499 3.2882 -0.01 -0.22 0.25
H -0.6970 -3.3878 0.6706 0.05 -0.12 -0.04
H 0.2268 -3.9114 2.0750 0.17 0.08 0.11
H 0.8098 -0.8092 3.0615 -0.01 0.03 0.04
H 2.6848 -0.7979 -1.7614 0.01 0.33 -0.23
H 4.3360 0.2101 -2.4843 -0.01 -0.16 0.13
H 5.1656 1.4374 -1.5253 -0.02 -0.02 0.14
H 4.1824 2.2753 -3.6835 0.04 0.15 -0.01
H 3.5351 3.1503 -2.3083 0.03 0.02 0.08
H 2.1213 0.8195 -3.7452 0.06 -0.14 0.06
H 1.7562 2.5402 -3.8877 -0.11 0.03 -0.13
H 1.4795 1.7735 -2.3579 -0.07 -0.20 0.02
H 1.0713 -2.5020 -0.6564 -0.18 -0.11 0.06
C 1.2748 4.7244 -4.9471 -0.05 -0.08 0.15
O 0.4081 4.1882 -4.2121 -0.02 0.14 -0.07
O 0.9661 6.0463 -5.3414 0.02 -0.33 0.10
O 2.3479 4.2696 -5.3567 0.09 0.08 -0.04
H 0.1122 6.1688 -4.9098 -0.01 0.14 -0.06
```
Positions in Å, forces in eV/Å.

- electronic energy (eV) = -26979.50718
- largest force on an atom (eV/Å) = 0.50
- LUMO level (eV) = -0.935
- HOMO-LUMO gap (eV) = 5.437

natural (NBO) population analysis, charges in e, atoms 1 to 6: atom 1 (C): -0.61, atom 2 (C): -0.40, atom 3 (C): -0.39, atom 4 (C): -0.41, atom 5 (C): -0.41, atom 6 (C): -0.21